ORCA calculation (the ωB97M-V functional and the def2-TZVPD basis) on C24H57N5O3Si2 as an isolated structure in a non-equilibrium geometry.

The geometry in XYZ format:
```
91
Properties=species:S:1:pos:R:3:lowdin_charge:R:1
C 9.2817 -0.2852 -1.3722 -0.1046
C 9.6341 1.1709 -1.0587 -0.2685
C 9.4476 2.1441 -2.2241 -0.2964
C 8.0787 2.0307 -2.9109 -0.3029
Si 6.7347 2.9192 -1.9472 0.5077
O 5.4626 1.9203 -1.5795 -0.4369
Si 3.9171 2.3908 -2.0162 0.5020
C 2.7686 0.9376 -1.7293 -0.2338
C 1.2526 1.2339 -1.5598 -0.7514
N 0.6700 0.0452 -0.9376 0.0876
N 0.9592 2.4067 -0.7426 0.0614
N 0.5599 1.4078 -2.8154 0.0780
H 9.1929 -0.4696 -2.4347 0.0637
H 8.3660 -0.5833 -0.8753 0.0712
H 10.0598 -0.9416 -0.9998 0.0640
H 9.0864 1.5404 -0.1974 0.0924
H 10.6810 1.2117 -0.7739 0.0969
H 10.2448 1.9900 -2.9450 0.1040
H 9.5257 3.1530 -1.8267 0.0843
H 8.1491 2.5297 -3.8738 0.0663
H 7.8009 1.0005 -3.0991 0.0603
H 7.3439 3.4889 -0.7223 -0.0125
H 6.2373 4.0703 -2.7420 -0.0239
H 3.9688 2.7331 -3.4577 -0.0207
H 3.5222 3.5643 -1.2116 -0.0203
H 2.8674 0.2715 -2.5807 0.0701
H 3.1163 0.3858 -0.8595 0.0760
H -0.3021 0.0007 -1.2206 0.0607
H 0.7245 0.1459 0.0671 0.0459
H 1.1187 3.2811 -1.2220 0.0512
H 1.4641 2.3868 0.1317 0.0732
H 0.6621 0.5845 -3.3909 0.0822
H 0.8612 2.2317 -3.3164 0.0715
C -6.1898 -2.5107 -1.7560 -0.0303
C -5.1563 -1.6061 -1.0637 -0.4927
C -5.8530 -0.4739 -0.3068 -0.1333
C -6.4444 0.5874 -1.2325 -0.1699
C -5.3717 1.1379 -2.1707 -0.1321
C -4.6509 0.0479 -2.9656 -0.4886
N -4.1806 -1.0360 -2.0420 -0.0891
O -3.0861 -0.6982 -1.4563 -0.0261
C -5.5769 -0.5068 -4.0666 -0.0355
C -3.4502 0.6444 -3.6896 -0.0463
C -4.4309 -2.5114 -0.0772 -0.0429
H -6.8661 -2.9217 -1.0061 0.0886
H -6.8111 -2.0062 -2.4875 0.0514
H -5.6943 -3.3451 -2.2534 0.0930
H -5.1310 0.0014 0.3650 0.1215
H -6.6348 -0.9007 0.3251 0.1225
H -7.2783 0.1702 -1.8037 0.1035
H -6.8574 1.4029 -0.6359 0.1124
H -5.8128 1.8479 -2.8736 0.1251
H -4.6352 1.6938 -1.5825 0.1262
H -5.2064 -1.4601 -4.4441 0.0942
H -5.6068 0.1910 -4.9026 0.0835
H -6.6083 -0.6368 -3.7480 0.0579
H -2.7603 1.1554 -3.0214 0.0732
H -3.8051 1.3762 -4.4149 0.0853
H -2.8962 -0.1260 -4.2282 0.0930
H -3.8823 -3.3001 -0.5932 0.0930
H -5.1708 -2.9846 0.5691 0.0893
H -3.7272 -1.9779 0.5586 0.0618
C -1.1084 -3.2410 3.9691 -0.0275
C -0.0332 -2.1533 3.8130 -0.4929
C 0.4188 -1.6350 5.1792 -0.1345
C -0.6240 -0.7529 5.8611 -0.1714
C -1.0219 0.4041 4.9458 -0.1334
C -1.5038 -0.0539 3.5677 -0.4853
N -0.5179 -1.0137 2.9715 -0.0807
O 0.4700 -0.3969 2.4283 -0.0393
C -2.9018 -0.6855 3.6890 -0.0280
C -1.6405 1.1492 2.6425 -0.0372
C 1.1397 -2.8255 3.1105 -0.0429
H -0.7049 -4.0611 4.5635 0.0885
H -2.0121 -2.9123 4.4706 0.0526
H -1.3905 -3.6408 2.9944 0.0923
H 1.3401 -1.0581 5.0527 0.1251
H 0.6685 -2.4877 5.8136 0.1229
H -1.5002 -1.3441 6.1404 0.1034
H -0.2129 -0.3540 6.7903 0.1125
H -1.8123 0.9983 5.4096 0.1250
H -0.1617 1.0687 4.8196 0.1250
H -3.1437 -1.2714 2.8016 0.0784
H -3.6625 0.0881 3.7920 0.0867
H -3.0069 -1.3220 4.5641 0.0586
H -0.7180 1.7202 2.5705 0.0765
H -2.4131 1.8100 3.0345 0.0868
H -1.9289 0.8398 1.6363 0.0902
H 0.8644 -3.1360 2.1023 0.0935
H 1.4291 -3.7117 3.6756 0.0883
H 2.0061 -2.1727 3.0394 0.0796
```

For the orbital gap (spin up / spin down), the calculation gives 8.9875 / 9.1865 eV. The HOMO energy (spin up / spin down) is -0.3025 / -0.3200 Eh. As for the spin multiplicity: 3. As for the LUMO energy (spin up / spin down): 0.02776 / 0.01757 hartree. Its largest force on an atom is 1.4 eV Å⁻¹.

***

ORCA calculation (the ωB97M-V functional and the def2-TZVPD basis) on C24H58N7OReS2SeSi as an isolated structure in a non-equilibrium geometry.

The geometry in XYZ format:
```
95
Properties=species:S:1:pos:R:3:lowdin_charge:R:1
Re 1.0338 -1.9263 0.6867 0.9423
N -0.5972 -1.9064 -0.8481 -0.1111
C -0.4525 -2.9575 -1.8820 -0.1820
C 0.4648 -4.0656 -1.3629 -0.1757
N 1.6575 -3.4999 -0.6833 -0.1963
C 2.7101 -2.9806 -1.5989 -0.1550
C 2.4763 -1.5185 -1.9767 -0.1847
N 2.2127 -0.7231 -0.7579 -0.0749
H -0.7048 -0.9774 -1.2781 -0.0330
H -1.4502 -2.0921 -0.3239 0.0522
H -1.4177 -3.4017 -2.1308 0.1397
H -0.0523 -2.5256 -2.7975 0.1150
H -0.0749 -4.6611 -0.6239 0.0988
H 0.7618 -4.7251 -2.1815 0.1422
H 2.0794 -4.2732 -0.1687 0.1292
H 3.6633 -3.0653 -1.0754 0.1244
H 2.7624 -3.5838 -2.5070 0.1426
H 3.3598 -1.1443 -2.4957 0.1423
H 1.6286 -1.4172 -2.6501 0.1011
H 3.0980 -0.4231 -0.3532 0.0954
H 1.6919 0.1257 -1.0044 0.0267
C 0.3472 0.9280 3.7094 -0.1182
C -1.1175 0.8057 3.2453 -0.1092
C -1.0144 0.4314 1.7584 -0.1735
O 0.3604 0.0749 1.5251 -0.3618
C 1.1332 0.9143 2.4041 -0.1911
H 0.6365 0.0737 4.3231 0.1075
H 0.5259 1.8428 4.2662 0.1276
H -1.6477 1.7480 3.3543 0.1270
H -1.6574 0.0482 3.8093 0.0863
H -1.2542 1.2811 1.1146 0.1050
H -1.6430 -0.4114 1.4767 0.0944
H 1.1986 1.9178 1.9711 0.1450
H 2.1294 0.4856 2.4870 0.0473
C 5.7754 0.1802 3.2175 -0.1791
Si 5.5570 -1.6220 3.6672 0.7558
C 4.6740 -2.0559 5.2548 -0.1970
C 6.4530 -2.9025 2.6456 -0.1864
Se 2.8533 -2.1181 2.1881 0.2623
H 6.6869 0.5771 3.6686 0.0562
H 4.9445 0.7876 3.5740 0.0374
H 5.8667 0.3105 2.1402 0.0411
H 5.3753 -2.1479 6.0871 0.0559
H 4.1493 -3.0065 5.1511 0.0334
H 3.9448 -1.2881 5.5148 0.0404
H 7.3924 -3.2070 3.1116 0.0562
H 6.6908 -2.5119 1.6559 0.0453
H 5.8392 -3.7956 2.5275 0.0365
C -1.7468 0.4713 -7.2608 -0.1033
C -0.8977 1.6596 -6.8160 -0.2592
C -1.7198 2.8340 -6.2818 -0.1860
C -2.6145 2.4788 -5.0922 -0.1668
N -1.8631 1.8858 -3.9888 0.0256
C -1.3134 2.3998 -2.8981 -0.7821
S -0.4760 1.2908 -1.8736 0.6082
N -1.3462 3.6617 -2.5025 0.0268
C -1.9471 4.8490 -3.1068 -0.1645
C -3.3697 5.1174 -2.6164 -0.1965
C -3.4448 5.3534 -1.1082 -0.2761
C -4.7993 5.9138 -0.6846 -0.1021
H -1.1274 -0.2679 -7.7647 0.0761
H -2.5186 0.7874 -7.9606 0.0859
H -2.2367 -0.0273 -6.4219 0.0590
H -0.3258 2.0202 -7.6724 0.1145
H -0.1702 1.3381 -6.0637 0.0977
H -2.3726 3.1998 -7.0756 0.1259
H -1.0388 3.6437 -6.0076 0.1103
H -3.3449 1.7302 -5.4013 0.1254
H -3.1601 3.3528 -4.7477 0.0978
H -1.6253 0.9188 -4.1426 0.1026
H -0.9359 3.8238 -1.5961 0.1134
H -1.9188 4.7598 -4.1905 0.1000
H -1.3113 5.6906 -2.8291 0.1338
H -4.0328 4.2927 -2.8914 0.1138
H -3.7243 6.0123 -3.1305 0.1275
H -2.6623 6.0584 -0.8119 0.1122
H -3.2656 4.4115 -0.5796 0.0983
H -4.9610 6.8947 -1.1287 0.0812
H -4.8440 6.0270 0.3972 0.0741
H -5.6113 5.2592 -1.0006 0.0782
C 0.3923 -3.5701 4.8558 -0.0245
N -0.8843 -3.0058 4.4947 -0.1224
C -1.8883 -2.6925 5.5168 -0.0628
C -3.1251 -2.2812 4.6960 -0.0867
N -2.6379 -2.4196 3.3237 0.0420
C -1.3872 -2.8819 3.2848 -0.6974
S -0.6669 -3.3563 1.7940 0.6931
H 0.2733 -4.6145 5.1509 0.1159
H 0.8079 -3.0156 5.6955 0.1051
H 1.0758 -3.5121 4.0110 0.0094
H -1.5266 -1.8918 6.1634 0.1362
H -2.0728 -3.5749 6.1322 0.1426
H -3.4390 -1.2523 4.8816 0.1251
H -3.9821 -2.9295 4.8783 0.1361
H -3.2632 -2.4406 2.5352 0.1533
```

For the orbital gap (spin up / spin down), the calculation gives 7.1791 / 5.8887 eV. The HOMO energy (spin up / spin down) is -0.5506 / -0.5506 Eh. As for the spin multiplicity: 4. The total charge is +3. As for the LUMO energy (spin up / spin down): -0.28673 / -0.33415 hartree. Its largest force on an atom is 1.4 eV Å⁻¹.

***

ORCA calculation (the ωB97M-V functional and the def2-TZVPD basis) on C24H59BrGaN7O8PS as an isolated structure in a non-equilibrium geometry.

The geometry in XYZ format:
```
102
Properties=species:S:1:pos:R:3:lowdin_charge:R:1
C 5.5724 -1.9799 2.7032 -0.1790
C 6.5727 -1.0462 1.9883 -0.5943
S 7.0094 0.4753 2.9097 0.6996
C 5.4118 1.1315 3.5577 -0.6294
Ga 3.8828 1.1386 2.1516 0.1421
P 1.8743 0.4259 3.2395 0.3252
O 1.8797 -1.2744 3.0911 -0.4939
Br 0.1635 1.2388 1.9539 0.1333
H 4.9619 -2.5083 1.9704 0.0684
H 6.1558 -2.6703 3.3233 0.0611
H 4.8907 -1.4624 3.3774 0.0272
H 7.5113 -1.5966 1.8566 0.0487
H 6.2307 -0.7831 0.9892 0.0212
H 5.1407 0.5351 4.4419 -0.0159
H 5.5301 2.1583 3.9019 -0.0229
H 4.1171 0.0607 0.9679 -0.0554
H 3.7524 2.6094 1.5180 -0.0803
H 1.7455 -1.6235 3.9598 -0.0220
C -3.0845 -0.8947 -2.3322 -0.3324
O -4.0575 -1.3903 -2.8847 -0.0332
N -2.5507 -1.3374 -1.1851 -0.1870
C -1.3898 -0.7014 -0.5722 -0.0757
C -3.1544 -2.4873 -0.5384 -0.0417
H -2.5584 -0.0204 -2.7434 0.1379
H -0.5789 -1.4253 -0.4930 0.0988
H -1.6566 -0.3493 0.4232 0.0301
H -1.0511 0.1374 -1.1665 0.0601
H -3.1262 -3.3464 -1.2124 0.0878
H -4.1981 -2.2741 -0.2987 0.0875
H -2.6129 -2.7230 0.3740 0.0871
C 1.9653 1.8618 -1.1252 -0.3817
O 1.3285 0.8849 -1.4532 -0.0170
N 1.7648 3.1063 -1.6165 -0.1948
C 2.5715 4.2295 -1.1879 -0.0653
C 0.7131 3.3139 -2.5925 -0.0526
H 2.7835 1.8111 -0.3919 0.0537
H 1.9308 4.9901 -0.7349 0.0861
H 3.0891 4.6607 -2.0497 0.0814
H 3.3085 3.9074 -0.4539 0.0565
H -0.2491 3.0245 -2.1644 0.0859
H 0.8980 2.6945 -3.4728 0.0883
H 0.6787 4.3609 -2.8860 0.0782
C -9.1477 -1.1013 -4.4552 -0.3690
O -9.0547 -0.3147 -5.3782 -0.0065
N -8.1387 -1.4571 -3.6369 -0.1893
C -8.3209 -2.4074 -2.5580 -0.0610
C -6.8217 -0.8724 -3.8389 -0.0296
H -10.0985 -1.6047 -4.2108 0.1250
H -8.0810 -1.9313 -1.6068 0.0877
H -7.6549 -3.2592 -2.7080 0.0834
H -9.3515 -2.7617 -2.5287 0.0797
H -6.8891 0.2132 -3.7451 0.1020
H -6.4684 -1.1102 -4.8404 0.0665
H -6.1222 -1.2573 -3.1106 0.0517
C 9.1693 3.1997 3.3430 -0.3805
O 8.4772 3.3418 4.3254 0.0060
N 10.5252 3.1782 3.3548 -0.2032
C 11.2981 3.0061 2.1436 -0.0669
C 11.2139 3.3297 4.6215 -0.0528
H 8.7416 3.0740 2.3372 0.1190
H 11.9139 2.1069 2.2242 0.0859
H 11.9465 3.8736 1.9934 0.0832
H 10.6381 2.9050 1.2845 0.0842
H 10.9131 2.5306 5.3014 0.0916
H 10.9451 4.2856 5.0751 0.0878
H 12.2902 3.2902 4.4674 0.0797
C -7.9197 -4.7022 0.3780 -0.3569
O -7.0820 -3.8606 0.1456 0.0168
N -7.8818 -5.9717 -0.0864 -0.2014
C -8.9165 -6.9358 0.2263 -0.0646
C -6.7646 -6.3730 -0.9240 -0.0376
H -8.8039 -4.4950 1.0029 0.1326
H -8.4786 -7.7876 0.7516 0.0879
H -9.3846 -7.2853 -0.6968 0.0875
H -9.6782 -6.4845 0.8594 0.0807
H -5.8297 -6.2447 -0.3769 0.0949
H -6.7287 -5.7456 -1.8158 0.0865
H -6.8746 -7.4145 -1.2166 0.0847
C -3.4279 -0.7853 -7.2551 -0.3536
O -2.2958 -0.3987 -7.4515 0.0127
N -4.5287 -0.2686 -7.8474 -0.1999
C -5.8616 -0.7731 -7.5777 -0.0630
C -4.3638 0.8273 -8.7827 -0.0500
H -3.6553 -1.6089 -6.5600 0.1340
H -6.3078 -1.1366 -8.5069 0.0880
H -6.4785 0.0295 -7.1689 0.0896
H -5.8253 -1.5900 -6.8611 0.0711
H -3.7204 0.5145 -9.6072 0.0891
H -3.8908 1.6724 -8.2799 0.0916
H -5.3324 1.1319 -9.1722 0.0827
C 3.6316 3.6411 5.5506 -0.3482
O 3.0530 3.0004 4.7081 -0.0322
N 3.7417 3.2716 6.8487 -0.1977
C 4.4521 4.0746 7.8196 -0.0702
C 3.1259 2.0252 7.2659 -0.0430
H 4.1338 4.5967 5.3249 0.1365
H 5.2771 3.4962 8.2426 0.0866
H 3.7710 4.3700 8.6227 0.0824
H 4.8544 4.9703 7.3501 0.0797
H 3.5497 1.1974 6.6947 0.0851
H 2.0528 2.0610 7.0704 0.0914
H 3.2986 1.8621 8.3280 0.0798
```

For the orbital gap, the calculation gives 5.5579 eV. The HOMO energy is -0.1407 Eh. As for the spin multiplicity: 1. The total charge is -1. As for the LUMO energy: 0.06352 hartree. Its largest force on an atom is 1.6 eV Å⁻¹.

***

ORCA calculation (the ωB97M-V functional and the def2-TZVPD basis) on a 7-piece molecular cluster, C24H59F6N4O9 overall in a non-equilibrium geometry.

The geometry in XYZ format:
```
102
Properties=species:S:1:pos:R:3:lowdin_charge:R:1
O 1.0242 -0.3640 -0.3651 0.1325
H 0.3563 -1.1208 -0.4683 0.0884
H 0.5647 0.3806 0.1493 0.0769
H 1.8807 -0.6211 0.1183 0.1187
C -1.4907 -3.3222 -1.0870 -0.4763
O -1.1737 -4.5392 -0.4131 -0.0573
O -0.4193 -2.5269 -1.0045 -0.1770
C -1.8775 -3.6455 -2.5533 -0.5455
F -2.2120 -2.5017 -3.1980 0.1002
F -0.9540 -4.2720 -3.2678 0.1592
F -3.0011 -4.4134 -2.6288 0.1007
C -2.2854 -5.1871 0.1598 -0.3095
C -1.7779 -6.4326 0.8571 -0.0847
H -1.0338 -6.2092 1.6303 0.0711
H -2.5692 -6.9988 1.3466 0.0682
H -1.1834 -6.9763 0.1197 0.0776
H -3.0245 -5.5796 -0.5537 0.1048
H -2.8798 -4.5523 0.8250 0.1095
H -2.3671 -2.8181 -0.6375 0.1401
C 3.5972 -1.4152 1.5147 -0.5093
O 3.7175 -0.9466 0.1645 -0.1037
O 2.3747 -1.9019 1.6285 -0.1612
C 4.7744 -2.2794 1.9916 -0.5006
F 4.6572 -2.6531 3.2822 0.1310
F 4.9441 -3.4394 1.2757 0.1048
F 5.9738 -1.6223 1.8660 0.0841
C 4.8134 -0.0990 -0.1402 -0.2694
C 4.4165 0.6131 -1.4176 -0.0866
H 5.2435 1.1769 -1.8632 0.0743
H 4.1236 -0.0946 -2.1980 0.0764
H 3.5600 1.2879 -1.3478 0.0548
H 5.7394 -0.6111 -0.4111 0.1164
H 4.9757 0.6898 0.6017 0.1193
H 3.7074 -0.5328 2.1879 0.1464
C -0.5080 -2.7852 3.0878 -0.0454
C -0.5850 -1.2724 2.9734 -0.4269
C -1.7244 -0.6086 3.7650 -0.1793
O -1.8367 0.7643 3.3944 -0.2376
C -3.0823 1.3087 3.7023 -0.1301
N 0.6712 -0.7492 3.5338 0.0563
H -1.4806 -3.1892 2.7953 0.0655
H -0.3295 -3.1419 4.1030 0.0775
H 0.2899 -3.1342 2.4348 0.0772
H -0.7261 -0.9414 1.9369 0.1120
H -1.5805 -0.7229 4.8421 0.1293
H -2.6444 -1.1363 3.4766 0.1231
H -3.4845 0.9899 4.6711 0.0879
H -3.8775 0.9690 3.0199 0.0841
H -3.0816 2.3961 3.6440 0.0804
H 1.4720 -1.1066 2.9988 0.0350
H 0.6837 0.2601 3.4523 0.0308
C -2.7504 0.2252 -0.4552 -0.0421
C -2.7039 1.5937 -1.1245 -0.4080
C -3.4269 2.6237 -0.2960 -0.2148
O -4.8167 2.4044 -0.4715 -0.1810
C -5.6086 3.1361 0.4268 -0.1217
N -1.2741 1.9270 -1.2695 0.0243
H -3.7189 -0.2693 -0.3595 0.0872
H -2.3925 0.3185 0.5809 0.0659
H -2.0655 -0.5261 -0.8508 0.0494
H -3.1762 1.4744 -2.1093 0.1384
H -3.2119 3.6503 -0.6381 0.1256
H -3.1225 2.5885 0.7582 0.1149
H -5.4444 4.2198 0.3382 0.0859
H -5.3177 2.9474 1.4735 0.0769
H -6.6323 2.8007 0.2873 0.0877
H -1.1947 2.8373 -1.7137 0.0765
H -0.8176 1.1937 -1.8482 0.0380
C 0.5311 -1.4442 -4.9405 -0.0429
C 0.7932 -0.4821 -3.7623 -0.3951
C 1.4760 0.8235 -4.1331 -0.2245
O 2.7203 0.5499 -4.7131 -0.1864
C 3.2798 1.6226 -5.4205 -0.1192
N -0.4300 -0.3269 -2.9775 0.0327
H 0.1309 -2.3818 -4.5582 0.0602
H 1.4711 -1.7023 -5.4367 0.0724
H -0.1462 -1.0432 -5.6990 0.0772
H 1.5301 -0.9903 -3.1339 0.1417
H 1.5864 1.4056 -3.2072 0.1156
H 0.8639 1.4878 -4.7629 0.1252
H 3.2085 2.5433 -4.8300 0.0851
H 2.7850 1.8184 -6.3770 0.0842
H 4.3289 1.3978 -5.5924 0.0851
H -0.6927 -1.2327 -2.5867 0.0338
H -1.1882 -0.1493 -3.6387 0.0904
C 2.0304 2.8017 1.0109 -0.0515
C 0.8788 2.5258 1.9376 -0.3854
C 0.0684 3.7511 2.3531 -0.1826
O 0.8863 4.7837 2.9126 -0.1800
C 1.2610 5.7566 1.9484 -0.1147
N 0.0024 1.4721 1.3941 0.0443
H 2.4064 1.8644 0.5926 0.0578
H 2.8428 3.3226 1.5180 0.0846
H 1.8038 3.3593 0.0926 0.0859
H 1.3297 2.1260 2.8514 0.1369
H -0.6873 3.5010 3.1020 0.1174
H -0.5389 4.1987 1.5542 0.1145
H 1.5852 6.6847 2.4155 0.0827
H 0.3420 6.0053 1.4057 0.0811
H 2.0184 5.4002 1.2521 0.0676
H -0.5102 1.8644 0.5906 0.0474
H -0.6629 1.1690 2.1140 0.0419
```

For the orbital gap, the calculation gives 7.2563 eV. The HOMO energy is -0.1844 Eh. As for the spin multiplicity: 1. The total charge is -1. As for the LUMO energy: 0.08229 hartree. Its largest force on an atom is 2.4 eV Å⁻¹.

***

Number 4 is which compound?
C24H59F6N4O9